5 unconnected molecules or ions with the total composition C38H85N5O4PS2, computed with the ωB97M-V functional and the def2-TZVPD basis.

```
135
Properties=species:S:1:pos:R:3
C 1.34 -6.18 3.23
C 1.95 -5.49 1.94
S 3.37 -4.39 2.25
C 2.79 -2.82 2.99
C 1.82 -1.98 2.08
C 2.80 -0.98 1.29
O 1.17 -2.64 0.96
C 0.01 -1.98 0.55
O -0.40 -1.84 -0.56
C -0.70 -1.49 1.90
C -1.57 -2.75 2.26
C -2.90 -2.89 1.37
C -4.20 -2.48 2.18
C -5.49 -3.34 1.75
C -6.50 -3.25 3.00
N -6.41 -1.98 3.73
P -1.54 0.13 1.51
S -2.66 0.81 2.96
C 0.63 -1.20 2.73
C 0.26 -1.44 4.24
O 0.18 -2.56 4.78
O -0.01 -0.38 4.92
H 0.27 -6.42 2.98
H 1.31 -5.53 4.13
H 1.81 -7.18 3.42
H 2.34 -6.32 1.29
H 1.11 -5.03 1.38
H 2.40 -3.03 4.01
H 3.70 -2.19 3.13
H 2.90 0.01 1.79
H 2.36 -0.78 0.28
H 3.79 -1.48 1.09
H -0.91 -3.64 2.10
H -1.89 -2.79 3.33
H -2.98 -3.95 1.04
H -2.74 -2.26 0.46
H -4.01 -2.76 3.25
H -4.49 -1.42 2.06
H -5.10 -4.39 1.62
H -5.94 -2.95 0.80
H -6.17 -4.09 3.68
H -7.57 -3.45 2.70
H -6.74 -2.07 4.69
H -6.91 -1.23 3.25
H -0.63 1.17 1.12
H -2.39 -0.13 0.38
H 0.78 -0.09 2.69
C -8.33 -1.01 0.07
C -8.51 0.02 -1.03
N -8.29 1.39 -0.59
C -8.72 2.39 -1.56
C -7.99 2.44 -2.90
C -7.01 1.64 0.05
C -5.75 1.32 -0.74
H -8.97 -0.78 0.93
H -8.61 -2.00 -0.30
H -7.30 -1.08 0.42
H -9.54 -0.07 -1.40
H -7.85 -0.25 -1.88
H -8.67 3.38 -1.09
H -9.78 2.22 -1.76
H -7.00 2.89 -2.81
H -8.55 3.07 -3.60
H -7.89 1.46 -3.36
H -6.98 1.06 0.98
H -6.97 2.68 0.39
H -5.81 0.35 -1.25
H -4.90 1.27 -0.05
H -5.52 2.09 -1.48
C 10.06 1.35 2.00
C 9.10 0.40 2.71
N 7.90 0.12 1.95
C 6.86 -0.55 2.73
C 7.16 -1.95 3.25
C 8.09 -0.40 0.60
C 8.89 -1.70 0.44
H 9.57 2.28 1.72
H 10.90 1.60 2.66
H 10.49 0.90 1.10
H 8.82 0.88 3.65
H 9.64 -0.52 2.97
H 5.94 -0.57 2.15
H 6.63 0.09 3.59
H 7.11 -2.70 2.46
H 6.41 -2.23 3.99
H 8.14 -2.02 3.73
H 8.58 0.38 0.00
H 7.11 -0.52 0.12
H 9.79 -1.71 1.05
H 9.19 -1.81 -0.60
H 8.29 -2.57 0.70
C 5.43 -0.80 -6.32
C 6.48 -1.72 -5.71
N 7.11 -1.19 -4.52
C 8.29 -1.93 -4.10
C 8.10 -3.38 -3.65
C 6.21 -0.79 -3.44
C 5.27 -1.86 -2.87
H 5.85 0.19 -6.52
H 5.08 -1.22 -7.26
H 4.56 -0.68 -5.67
H 7.25 -1.88 -6.47
H 6.02 -2.71 -5.53
H 8.80 -1.38 -3.31
H 9.00 -1.93 -4.94
H 7.65 -3.44 -2.66
H 9.07 -3.88 -3.60
H 7.48 -3.95 -4.35
H 5.60 0.04 -3.79
H 6.79 -0.36 -2.62
H 4.79 -2.46 -3.65
H 4.48 -1.38 -2.29
H 5.79 -2.54 -2.19
C -3.06 8.40 -1.56
C -4.32 7.81 -2.17
N -4.44 6.37 -1.98
C -5.49 5.77 -2.80
C -6.93 6.19 -2.53
C -4.38 5.90 -0.61
C -5.40 6.45 0.39
H -2.17 7.89 -1.93
H -2.98 9.46 -1.82
H -3.06 8.34 -0.47
H -4.28 8.02 -3.24
H -5.19 8.35 -1.78
H -5.41 4.68 -2.73
H -5.26 6.00 -3.85
H -7.32 5.73 -1.61
H -7.57 5.84 -3.34
H -7.05 7.27 -2.45
H -3.37 6.11 -0.22
H -4.43 4.81 -0.60
H -5.52 7.53 0.31
H -5.06 6.24 1.41
H -6.37 5.98 0.28
```

multiplicity = 1
Kohn-Sham gap = 0.250 Ha
relative energy (zero: lowest compared OMol25 entry of this formula, charge and spin) = 143.2 kJ/mol
net charge = -1
E_LUMO = 2.25 eV



A molecular structure, C38H86AsF6N6O2P, computed with the ωB97M-V functional and the def2-TZVPD basis.

```
140
Properties=species:S:1:pos:R:3
As 0.19 -1.50 -2.44
F -1.08 -0.58 -3.39
F 1.53 -0.44 -3.14
F 1.42 -2.43 -1.49
F -1.17 -2.54 -1.69
F 0.46 -2.65 -3.79
F -0.07 -0.29 -1.11
C -0.09 3.58 -5.33
N -1.06 3.28 -4.16
C -0.39 2.57 -3.02
C -1.59 4.58 -3.52
C -2.23 2.40 -4.69
C -3.31 1.95 -3.62
O -4.13 3.07 -3.25
H 0.53 4.46 -5.15
H -0.64 3.72 -6.26
H 0.53 2.73 -5.62
H -1.02 2.61 -2.13
H 0.51 3.14 -2.81
H -0.30 1.56 -3.43
H -2.15 4.53 -2.59
H -2.18 5.02 -4.33
H -0.71 5.19 -3.29
H -1.61 1.55 -4.98
H -2.69 2.83 -5.58
H -2.93 1.37 -2.78
H -3.96 1.26 -4.14
H -5.03 2.81 -3.43
C -4.74 -2.24 -1.38
N -4.72 -2.58 -2.82
C -6.12 -2.51 -3.47
C -3.77 -1.57 -3.56
C -4.06 -3.99 -3.00
C -4.58 -5.09 -2.07
O -4.54 -6.21 -2.91
H -3.82 -2.52 -0.87
H -5.47 -2.91 -0.92
H -5.13 -1.22 -1.26
H -6.76 -3.28 -3.03
H -5.99 -2.55 -4.56
H -6.58 -1.54 -3.27
H -2.85 -2.10 -3.85
H -3.52 -0.60 -3.14
H -4.32 -1.25 -4.45
H -2.98 -3.93 -2.87
H -4.26 -4.19 -4.05
H -5.62 -4.91 -1.81
H -4.07 -5.29 -1.13
H -5.29 -6.75 -2.64
C 8.31 -2.61 -6.55
C 7.71 -1.16 -6.45
N 6.45 -1.23 -5.64
C 5.69 -0.13 -5.35
C 4.54 -0.53 -4.69
N 4.58 -1.93 -4.56
C 5.77 -2.34 -5.04
C 3.74 -2.84 -3.89
H 8.90 -2.95 -5.70
H 9.01 -2.49 -7.38
H 7.53 -3.33 -6.81
H 7.35 -0.73 -7.38
H 8.39 -0.42 -6.02
H 5.94 0.84 -5.73
H 3.67 -0.06 -4.24
H 6.07 -3.37 -5.06
H 3.51 -3.84 -4.28
H 2.82 -2.38 -3.56
H 4.19 -3.09 -2.93
C 3.06 -3.06 2.66
C 3.28 -2.85 1.13
N 3.39 -1.42 0.82
C 4.58 -0.71 0.81
C 4.21 0.52 0.28
N 2.92 0.60 -0.02
C 2.35 -0.61 0.39
C 2.30 1.66 -0.68
H 3.98 -2.68 3.13
H 3.17 -4.09 2.98
H 2.03 -2.85 2.93
H 2.57 -3.29 0.43
H 4.23 -3.31 0.84
H 5.53 -1.02 1.21
H 4.91 1.33 0.14
H 1.32 -0.93 0.38
H 2.40 1.47 -1.75
H 2.66 2.67 -0.47
H 1.26 1.55 -0.39
C 3.26 -0.15 4.28
C 2.75 0.90 5.33
C 1.41 1.69 4.93
C 0.34 0.66 5.05
P -1.31 1.35 5.23
C -1.41 2.99 5.97
C -0.79 4.14 5.04
C -1.05 5.56 5.62
C 0.26 6.12 6.15
C -1.99 1.37 3.49
C -1.03 1.73 2.29
C -1.76 1.82 0.91
C -2.60 0.67 0.67
C -2.39 0.19 6.12
C -2.43 -1.22 5.58
C -2.78 -2.25 6.69
C -2.80 -3.65 6.03
H 2.55 -0.98 4.23
H 4.06 -0.78 4.68
H 3.50 0.31 3.33
H 3.52 1.65 5.52
H 2.72 0.40 6.30
H 1.53 2.13 3.94
H 1.38 2.51 5.65
H 0.53 0.29 6.06
H 0.45 -0.18 4.36
H -0.94 2.98 6.95
H -2.47 3.22 6.07
H -1.38 4.12 4.12
H 0.27 3.99 4.84
H -1.83 5.51 6.38
H -1.28 6.17 4.75
H 0.61 5.53 7.00
H 0.33 7.20 6.17
H 0.95 6.10 5.31
H -2.89 1.97 3.59
H -2.39 0.37 3.37
H -0.29 0.93 2.22
H -0.43 2.63 2.44
H -1.00 1.79 0.13
H -2.49 2.63 0.82
H -3.60 0.77 1.09
H -2.15 -0.27 1.00
H -2.86 0.56 -0.38
H -3.36 0.67 6.26
H -1.92 0.11 7.11
H -1.53 -1.56 5.05
H -3.17 -1.22 4.79
H -3.75 -2.08 7.17
H -2.02 -2.28 7.48
H -3.43 -4.38 6.54
H -1.77 -4.02 5.98
H -3.11 -3.65 4.99
```

multiplicity = 1
Kohn-Sham gap = 0.341 Ha
relative energy (zero: lowest compared OMol25 entry of this formula, charge and spin) = 0.0 kJ/mol
net charge = +4
E_LUMO = -8.62 eV